[1]
C7H16BrO3Ti as an isolated structure, computed with the ωB97M-V functional and the def2-TZVPD basis.

Geometry as XYZ:
```
28
Properties=species:S:1:pos:R:3
Ti 0.88 -0.07 -1.28
C 2.59 -0.44 2.78
C 2.93 -0.63 1.29
O 2.03 -1.46 0.64
H 2.34 -1.41 3.21
H 1.81 0.32 2.82
H 3.46 -0.01 3.31
H 3.89 -1.21 1.25
H 3.09 0.33 0.75
C -2.60 -2.66 -2.21
C -1.38 -1.71 -2.22
O -0.45 -1.91 -1.22
H -3.39 -2.16 -2.80
H -3.07 -2.76 -1.23
H -2.32 -3.56 -2.76
H -1.82 -0.70 -2.05
H -0.91 -1.73 -3.22
Br 2.88 -0.61 -3.18
C 0.25 2.26 1.07
C -0.89 1.97 0.14
O -0.71 1.39 -1.04
C -2.30 2.36 0.50
H 0.07 3.18 1.63
H 1.14 2.35 0.44
H 0.41 1.39 1.73
H -2.70 2.74 -0.45
H -2.31 3.18 1.23
H -2.92 1.54 0.88
```

The net charge is -2. The multiplicity is 4. The calculated total energy comes out at -3925.44981 hartree. The calculation puts the HOMO energy (spin up / spin down) at 1.181 / -0.597 eV. As for the expectation value of S²: 3.76. The value obtained for the relative energy (zero: lowest compared OMol25 entry of this formula, charge and spin) is 68.3 kJ/mol. For the HOMO-LUMO gap (spin up / spin down), the calculation gives 4.4 / 6.1 eV.


[2]
One molecule with the formula C6H7BrN2, computed with the ωB97M-V functional and the def2-TZVPD basis.

Geometry as XYZ:
```
16
Properties=species:S:1:pos:R:3
C -1.43 -1.06 -0.18
C -0.24 -0.42 -0.40
C 0.75 -1.52 -0.56
C 1.23 1.47 0.48
C -0.18 1.83 0.84
C 0.13 0.99 -0.36
N 0.11 -2.66 -0.58
N -1.20 -2.39 -0.43
Br 2.60 -1.37 -0.80
H -2.34 -0.52 0.05
H 1.88 2.30 0.24
H 1.62 0.76 1.10
H -0.50 1.26 1.60
H -0.37 2.83 0.84
H -0.09 1.48 -1.26
H -1.97 -2.96 -0.58
```

The net charge is 0. The structure (SMILES) is Brc1n[nH]cc1C1CC1. The calculated total energy comes out at -2916.27514 hartree. The calculation puts the HOMO energy at -9.041 eV. The value obtained for the relative energy (zero: lowest compared OMol25 entry of this formula, charge and spin) is 76.8 kJ/mol. For the HOMO-LUMO gap, the calculation gives 9.9 eV.